Record 1
58
Properties=species:S:1:pos:R:3:mulliken_charge:R:1 method="wB97M-V/def2-TZVPD" spin_multiplicity=1 lumo_ev=-2.750 total_charge=+1 homo_energy_ev=-10.41 mol_weight_g_mol=711.3 total_energy_ev=-124131.878
Y 13.26 8.11 11.00 1.024
C 13.33 11.35 11.17 -1.173
N 13.29 10.33 10.08 0.399
C 12.03 10.37 9.30 -0.915
C 10.79 10.03 10.16 -1.057
N 11.13 8.89 10.96 0.038
C 10.15 8.34 11.74 -0.175
C 8.78 8.64 11.77 0.347
F 8.26 9.63 11.01 -0.305
C 7.89 7.90 12.54 0.167
F 6.58 8.09 12.42 -0.282
C 8.35 6.87 13.38 0.605
F 7.48 6.16 14.09 -0.296
C 9.69 6.58 13.42 -0.061
F 10.11 5.59 14.18 -0.294
C 10.52 7.34 12.66 0.143
F 11.87 7.04 12.70 -0.058
C 14.51 10.36 9.25 -0.936
C 15.75 10.03 10.05 -1.262
N 15.44 8.83 10.84 0.501
C 16.42 8.26 11.61 -0.615
C 17.82 8.53 11.66 0.424
F 18.37 9.48 10.90 -0.315
C 18.66 7.83 12.47 0.113
F 19.98 8.07 12.47 -0.283
C 18.20 6.81 13.33 0.693
F 19.02 6.12 14.06 -0.291
C 16.84 6.56 13.36 -0.280
F 16.33 5.60 14.11 -0.279
C 16.04 7.30 12.53 0.480
F 14.66 7.05 12.60 -0.046
H 13.39 12.37 10.76 0.321
H 14.23 11.19 11.80 0.315
H 12.44 11.30 11.75 0.416
H 12.11 9.61 8.51 0.287
H 11.95 11.36 8.83 0.369
H 10.01 9.84 9.44 0.574
H 10.51 10.93 10.72 0.552
H 14.59 11.36 8.77 0.364
H 14.42 9.63 8.43 0.305
H 16.05 10.87 10.69 0.529
H 16.55 9.86 9.34 0.516
C 15.96 6.03 8.49 -0.456
N 14.91 5.75 7.52 0.219
C 15.11 5.49 6.18 -0.344
C 13.90 5.15 5.69 -0.341
N 13.00 5.15 6.72 0.186
C 11.57 4.84 6.64 -0.862
C 13.64 5.53 7.85 -0.141
Se 12.85 5.65 9.55 -0.277
H 16.88 6.31 7.99 0.300
H 16.03 5.25 9.24 0.394
H 15.63 6.88 9.08 -0.075
H 16.06 5.64 5.67 0.416
H 13.64 4.84 4.68 0.418
H 11.28 4.55 5.62 0.304
H 11.01 5.72 6.93 0.358
H 11.28 4.05 7.34 0.338

---

Record 2
56
Properties=species:S:1:pos:R:3:mulliken_charge:R:1 method="wB97M-V/def2-TZVPD" s_squared=2.032 spin_multiplicity=3 lumo_ev="-3.602 / -3.968" total_charge=+1 homo_energy_ev="-11.41 / -11.47" mol_weight_g_mol=532.4 total_energy_ev=-70223.416
V -0.44 -0.24 -0.09 -0.156
C -1.29 -3.65 -1.02 -1.691
C 0.09 -3.47 -0.45 1.261
C 0.77 -4.57 0.07 -0.834
C 2.02 -4.41 0.62 -0.692
C 2.60 -3.15 0.61 -1.180
C 1.88 -2.11 0.06 1.292
N 0.63 -2.25 -0.44 -0.038
C 2.43 -0.73 -0.03 0.037
C 3.77 -0.39 0.05 -0.691
C 4.13 0.93 -0.18 -1.073
C 3.17 1.85 -0.56 -0.800
C 1.85 1.44 -0.61 0.071
N 1.50 0.20 -0.28 1.086
C 0.73 2.21 -1.19 1.348
C 0.78 3.55 -1.46 -1.027
C -0.30 4.13 -2.13 -0.730
C -1.34 3.33 -2.52 -0.800
C -1.34 1.97 -2.20 1.333
C -2.50 1.11 -2.62 -1.806
N -0.34 1.43 -1.50 -0.063
H -1.37 -4.61 -1.53 0.539
H -1.53 -2.86 -1.73 0.231
H -2.03 -3.63 -0.21 0.239
H 0.29 -5.54 0.04 0.457
H 2.54 -5.25 1.05 0.459
H 3.57 -2.98 1.05 0.435
H 4.52 -1.14 0.25 0.416
H 5.17 1.22 -0.12 0.463
H 3.45 2.86 -0.83 0.432
H 1.63 4.14 -1.15 0.471
H -0.31 5.19 -2.34 0.470
H -2.18 3.74 -3.08 0.463
H -2.83 1.41 -3.62 0.566
H -3.32 1.25 -1.93 0.266
H -2.22 0.06 -2.65 0.193
N 0.68 2.23 2.40 0.019
C -0.59 2.27 1.81 0.422
N -1.36 3.32 1.97 -0.563
N -2.46 3.03 1.25 -0.724
N -2.35 1.88 0.68 -0.525
N -1.13 1.36 1.01 0.734
C 1.36 1.13 2.80 0.383
N 2.51 1.15 3.44 -0.505
N 2.81 -0.16 3.68 -0.500
N 1.90 -0.95 3.27 -0.327
N 0.94 -0.14 2.69 0.768
H 0.97 3.10 2.82 0.328
O -0.73 -1.57 1.92 -0.555
C 0.00 -0.62 1.76 0.658
C -4.93 -1.26 0.30 -1.305
C -3.53 -1.02 -0.02 0.523
N -2.43 -0.83 -0.24 0.211
H -5.52 -0.41 -0.02 0.336
H -5.03 -1.40 1.37 0.315
H -5.27 -2.16 -0.22 0.359